(1)
Formula: C17H41FNO3
Source: OMol25
Level of theory: ωB97M-V with the def2-TZVPD basis set

Summary:
Max |F| = 2.20 eV/A
Orbital gap = 7.948 eV

```
! RIJCOSX wB97M-V def2-TZVPD def2/J DEFGRID3
* xyz 1 1
C -1.936 3.653 0.839
C -2.423 3.245 -0.351
C -1.942 3.795 -1.659
N -0.581 3.262 -2.071
C -0.676 2.099 -3.020
C 0.224 4.357 -2.680
F 0.161 2.817 -1.000
H -1.812 2.934 1.637
H -1.656 4.689 0.992
H -3.235 2.527 -0.382
H -2.657 3.560 -2.437
H -1.860 4.878 -1.581
H -1.617 2.117 -3.554
H -0.634 1.208 -2.403
H 0.138 2.132 -3.732
H 1.184 3.962 -2.991
H 0.406 5.094 -1.905
H -0.336 4.786 -3.503
C 1.293 1.976 2.146
C 1.531 0.502 1.851
O 2.346 -0.144 2.799
C 1.836 -0.189 4.124
C 0.528 -0.952 4.249
H 2.236 2.490 2.334
H 0.792 2.453 1.304
H 0.662 2.113 3.027
H 2.060 0.406 0.901
H 0.577 -0.027 1.736
H 1.735 0.824 4.531
H 2.605 -0.687 4.712
H -0.296 -0.420 3.769
H 0.267 -1.088 5.298
H 0.606 -1.931 3.776
C 1.109 -1.083 -8.258
C 0.904 0.401 -8.505
O 0.737 1.162 -7.316
C 1.835 1.157 -6.428
C 3.104 1.761 -7.004
H 0.334 -1.472 -7.596
H 1.071 -1.629 -9.200
H 2.076 -1.289 -7.796
H -0.013 0.552 -9.074
H 1.720 0.810 -9.110
H 2.022 0.144 -6.052
H 1.511 1.757 -5.572
H 3.529 1.131 -7.785
H 3.858 1.875 -6.224
H 2.897 2.738 -7.442
C -0.370 -4.171 7.454
C -1.730 -3.758 6.913
O -1.932 -4.116 5.558
C -1.913 -5.504 5.276
C -3.011 -6.286 5.976
H 0.424 -3.837 6.784
H -0.208 -3.736 8.440
H -0.286 -5.254 7.553
H -1.811 -2.670 6.947
H -2.534 -4.153 7.543
H -0.929 -5.929 5.504
H -2.047 -5.581 4.197
H -2.849 -6.335 7.054
H -3.043 -7.309 5.600
H -3.981 -5.817 5.807
*
```

Here is what natural (NBO) gives for the atomic charges, in e: -0.28 -0.26 -0.29 0.19 -0.43 -0.42 -0.17 0.23 0.21 0.23 0.25 0.24 0.25 0.26 0.25 0.25 0.25 0.25 -0.64 -0.06 -0.53 -0.07 -0.64 0.22 0.19 0.21 0.18 0.16 0.16 0.20 0.19 0.22 0.22 -0.65 -0.07 -0.54 -0.05 -0.65 0.21 0.23 0.20 0.19 0.17 0.17 0.14 0.22 0.22 0.22 -0.65 -0.06 -0.54 -0.06 -0.65 0.21 0.22 0.21 0.18 0.16 0.16 0.18 0.20 0.22 0.21


(2)
Formula: C11H29BCl20NbO2
Source: OMol25
Level of theory: ωB97M-V with the def2-TZVPD basis set

Summary:
Max |F| = 2.39 eV/A
Orbital gap = 6.677 eV

```
! RIJCOSX wB97M-V def2-TZVPD def2/J DEFGRID3
* xyz -1 1
O 1.410 1.368 2.790
B 2.662 1.295 2.225
O 2.788 0.773 0.931
C 3.877 1.736 3.011
Nb 4.188 3.908 2.507
H 0.757 1.403 2.097
H 2.511 1.408 0.276
H 3.759 1.550 4.061
H 4.734 1.199 2.645
H 5.538 3.533 1.308
H 5.520 4.176 3.739
H 2.967 4.588 3.689
H 2.977 3.689 1.139
H 4.401 5.630 1.899
C 1.078 -1.862 2.394
Cl 2.218 -2.873 3.292
Cl -0.349 -2.788 1.874
H 0.758 -1.053 3.033
H 1.584 -1.467 1.523
C 4.057 -1.850 6.489
Cl 5.413 -2.542 5.589
Cl 4.319 -0.151 6.885
H 3.163 -1.937 5.886
H 3.946 -2.400 7.414
C 0.216 0.514 -1.299
Cl 1.113 1.755 -2.188
Cl -0.517 1.179 0.167
H -0.571 0.128 -1.932
H 0.902 -0.276 -1.018
C 8.308 0.808 3.243
Cl 7.500 1.707 1.953
Cl 7.208 0.223 4.501
H 8.798 -0.051 2.803
H 9.036 1.459 3.710
C -4.245 -2.074 0.361
Cl -3.339 -1.109 -0.813
Cl -3.645 -3.737 0.453
H -4.151 -1.615 1.337
H -5.279 -2.100 0.058
C -6.871 -0.440 -2.436
Cl -6.703 -2.114 -1.888
Cl -8.330 0.319 -1.793
H -6.008 0.118 -2.096
H -6.922 -0.437 -3.516
C -2.581 2.978 -1.903
Cl -3.529 1.589 -2.466
Cl -3.205 4.502 -2.548
H -2.624 3.009 -0.824
H -1.557 2.854 -2.233
C -7.466 -4.506 0.706
Cl -6.737 -5.996 1.311
Cl -7.009 -3.101 1.679
H -7.135 -4.346 -0.311
H -8.542 -4.609 0.739
C -0.769 1.689 -5.516
Cl -1.083 1.480 -7.245
Cl -0.959 0.172 -4.637
H 0.246 2.039 -5.385
H -1.471 2.412 -5.120
C -1.243 -2.208 -8.544
Cl -0.186 -3.195 -7.529
Cl -2.657 -3.118 -9.095
H -1.582 -1.354 -7.972
H -0.684 -1.880 -9.410
*
```

Here is what natural (NBO) gives for the atomic charges, in e: -0.92 1.09 -0.97 -1.37 1.78 0.47 0.49 0.26 0.27 -0.41 -0.43 -0.43 -0.47 -0.37 -0.39 -0.04 -0.05 0.24 0.24 -0.40 -0.03 -0.01 0.23 0.21 -0.40 -0.03 -0.03 0.23 0.24 -0.40 0.01 -0.03 0.21 0.21 -0.40 -0.04 -0.03 0.22 0.23 -0.39 -0.04 -0.02 0.24 0.22 -0.39 -0.04 -0.03 0.24 0.23 -0.39 -0.02 -0.03 0.22 0.22 -0.39 -0.04 -0.02 0.23 0.22 -0.39 -0.02 -0.03 0.23 0.22


(3)
Formula: C12H30IO7P2PdSb
Source: OMol25
Level of theory: ωB97M-V with the def2-TZVPD basis set

Summary:
Relative energy (zero: lowest compared OMol25 entry of this formula, charge and spin) = 74.9 kcal/mol
Max |F| = 1.86 eV/A
Orbital gap = 6.962 eV

```
! RIJCOSX wB97M-V def2-TZVPD def2/J DEFGRID3
* xyz 2 1
Pd -2.827 0.695 0.303
C -1.660 -3.539 1.794
C -1.971 -2.112 1.341
O -3.302 -1.733 1.652
P -0.989 -0.928 2.325
O -1.355 -1.139 3.837
O 0.529 -1.397 2.296
O -1.075 0.479 1.849
P -1.671 -1.958 -0.518
O -0.027 -1.282 -0.533
O -1.568 -3.283 -1.116
O -2.519 -0.872 -1.104
H -1.871 -3.657 2.857
H -0.621 -3.802 1.595
H -2.267 -4.239 1.220
H -3.912 -2.425 1.356
H -2.251 -0.927 4.131
H 0.774 -2.096 2.919
H 0.521 -1.951 -0.999
C 2.558 -2.018 -1.220
C 2.781 -0.543 -0.907
C 3.406 0.234 -2.063
Sb 0.943 0.523 -0.428
C 0.156 1.371 -2.241
C -0.153 0.282 -3.264
C -1.057 2.245 -1.931
C 1.363 2.237 0.898
C 2.345 3.050 0.074
C 1.884 1.853 2.266
H 3.526 -2.499 -1.363
H 1.995 -2.159 -2.145
H 2.074 -2.558 -0.401
H 3.342 -0.429 0.021
H 2.823 0.144 -2.978
H 4.388 -0.200 -2.262
H 3.566 1.288 -1.844
H 1.009 1.980 -2.557
H -1.027 -0.300 -2.964
H 0.684 -0.396 -3.436
H -0.387 0.752 -4.221
H -1.810 1.548 -1.579
H -1.418 2.718 -2.844
H -0.873 3.026 -1.194
H 0.378 2.699 0.963
H 3.322 2.572 0.005
H 2.487 3.993 0.606
H 1.988 3.300 -0.926
H 2.858 1.362 2.202
H 1.198 1.223 2.806
H 2.024 2.766 2.849
I -3.886 3.108 0.877
C -4.512 1.173 1.188
H -5.355 0.899 0.566
H -4.554 0.924 2.242
*
```

Here is what natural (NBO) gives for the atomic charges, in e: 0.61 -0.65 -0.47 -0.73 2.40 -0.98 -1.00 -1.14 2.32 -1.10 -1.04 -1.14 0.24 0.24 0.27 0.51 0.55 0.55 0.58 -0.67 -0.55 -0.65 2.12 -0.56 -0.65 -0.63 -0.40 -0.67 -0.65 0.28 0.22 0.22 0.24 0.22 0.26 0.22 0.25 0.24 0.21 0.26 0.20 0.26 0.22 0.24 0.23 0.28 0.23 0.22 0.24 0.26 0.36 -0.52 0.24 0.22


(4)
Formula: C2H11N3O
Source: OMol25
Level of theory: ωB97M-V with the def2-TZVPD basis set

Summary:
Relative energy (zero: lowest compared OMol25 entry of this formula, charge and spin) = 16.2 kcal/mol
Max |F| = 1.86 eV/A
Orbital gap (alpha / beta) = 9.112 / 3.802 eV

```
! RIJCOSX wB97M-V def2-TZVPD def2/J DEFGRID3
* xyz 1 2
N -0.798 -1.213 0.205
C -1.261 -2.212 -0.777
N -0.935 -1.918 -2.157
H 0.198 -1.349 0.317
H -1.161 -1.412 1.131
H -2.334 -2.358 -0.744
H -0.780 -3.154 -0.537
H -1.634 -1.285 -2.529
H -0.062 -1.398 -2.216
N 2.032 2.460 0.702
C 0.716 1.977 0.648
O 0.031 2.312 1.798
H 2.537 2.497 1.595
H 2.654 2.234 -0.084
H 0.698 0.867 0.493
H 0.182 2.428 -0.195
H -0.084 1.525 2.350
*
```

Here is what natural (NBO) gives for the atomic charges, in e: -0.84 -0.06 -0.80 0.34 0.37 0.20 0.17 0.36 0.34 -0.34 0.01 -0.66 0.43 0.42 0.28 0.27 0.50


(5)
Formula: C4H7ClF2
Source: OMol25
Level of theory: ωB97M-V with the def2-TZVPD basis set

Summary:
Relative energy (zero: lowest compared OMol25 entry of this formula, charge and spin) = 28.9 kcal/mol
Structure (SMILES) = CC(C)(Cl)C(F)F
Max |F| = 5.53 eV/A
Orbital gap = 10.514 eV

```
! RIJCOSX wB97M-V def2-TZVPD def2/J DEFGRID3
* xyz 0 1
C -0.135 0.276 1.279
C 0.642 0.494 -0.068
C -0.340 0.320 -1.178
Cl 1.837 1.829 -0.182
C 1.890 -0.881 -0.027
F 2.770 -0.746 -1.006
F 2.527 -0.782 1.162
H 0.312 0.429 2.218
H -0.569 -0.691 1.358
H -1.082 0.972 1.222
H -1.230 -0.383 -0.876
H -0.777 1.405 -1.378
H -0.094 -0.031 -2.161
H 1.226 -1.751 -0.246
*
```

Here is what natural (NBO) gives for the atomic charges, in e: -0.64 -0.06 -0.67 -0.03 0.58 -0.33 -0.34 0.23 0.22 0.21 0.23 0.24 0.24 0.12


(6)
Formula: C3H5I2N
Source: OMol25
Level of theory: ωB97M-V with the def2-TZVPD basis set

Summary:
Relative energy (zero: lowest compared OMol25 entry of this formula, charge and spin) = 0.0 kcal/mol
Structure (SMILES) = [H]/N=C(\I)[C@@H](C)I
Max |F| = 2.79 eV/A
Orbital gap = 9.402 eV

```
! RIJCOSX wB97M-V def2-TZVPD def2/J DEFGRID3
* xyz 0 1
H 1.375 1.394 2.382
N 0.549 1.048 1.778
C 0.842 0.534 0.680
I 2.717 -0.310 0.124
C -0.351 0.428 -0.471
C -0.649 -1.076 -0.825
I -2.159 1.300 0.216
H 0.049 0.897 -1.428
H -0.849 -1.643 0.149
H -1.696 -1.104 -1.182
H 0.173 -1.467 -1.423
*
```

Here is what natural (NBO) gives for the atomic charges, in e: 0.38 -0.64 0.17 0.08 -0.41 -0.66 0.15 0.24 0.22 0.24 0.23


(7)
Formula: CH3ClO3S
Source: OMol25
Level of theory: ωB97M-V with the def2-TZVPD basis set

Summary:
Relative energy (zero: lowest compared OMol25 entry of this formula, charge and spin) = 13.1 kcal/mol
Max |F| = 6.43 eV/A
Orbital gap = 9.888 eV

```
! RIJCOSX wB97M-V def2-TZVPD def2/J DEFGRID3
* xyz 0 1
C 0.903 2.368 0.277
O -0.988 -0.852 -0.581
O 0.909 -2.322 -0.765
O -0.131 2.524 0.873
S -0.526 -2.424 -0.707
Cl -1.155 -3.093 1.262
H 1.839 2.764 0.680
H 0.985 1.786 -0.674
H -1.836 -0.752 -0.366
*
```

Here is what natural (NBO) gives for the atomic charges, in e: 0.28 -0.86 -0.85 -0.50 1.55 -0.33 0.11 0.11 0.49


(8)
Formula: C25H42FN2O5P
Source: OMol25
Level of theory: ωB97M-V with the def2-TZVPD basis set

Summary:
Max |F| = 1.07 eV/A
Orbital gap (alpha / beta) = 6.163 / 7.343 eV

```
! RIJCOSX wB97M-V def2-TZVPD def2/J DEFGRID3
* xyz 0 3
C 2.197 6.133 1.624
P 1.209 7.575 2.133
O 1.426 8.460 0.756
C -0.481 6.930 1.823
C -0.828 5.676 1.508
C -2.248 5.309 1.298
O -2.589 4.339 0.670
C -3.253 6.255 1.874
F -4.474 5.768 1.985
C -2.943 7.508 2.190
C -1.552 7.965 1.991
O -1.278 9.144 1.960
H 1.789 5.626 0.749
H 2.305 5.439 2.460
H 3.173 6.535 1.341
H 1.263 9.393 0.965
H -0.098 4.890 1.358
H -3.678 8.219 2.551
C -2.030 0.823 1.451
C -3.163 0.180 0.636
C -4.298 -0.276 1.552
C -3.919 -1.476 2.420
C -3.395 -2.636 1.573
C -2.289 -2.245 0.586
N -2.691 -1.006 -0.149
O -3.423 -1.254 -1.177
C -0.943 -2.075 1.308
C -2.095 -3.361 -0.431
C -3.654 1.240 -0.340
H -2.334 1.832 1.731
H -1.793 0.297 2.371
H -1.121 0.904 0.854
H -5.162 -0.541 0.935
H -4.601 0.569 2.176
H -3.178 -1.189 3.171
H -4.797 -1.809 2.977
H -3.006 -3.426 2.220
H -4.230 -3.068 1.013
H -0.195 -1.652 0.636
H -0.579 -3.054 1.620
H -0.988 -1.460 2.202
H -3.026 -3.666 -0.905
H -1.683 -4.224 0.092
H -1.393 -3.067 -1.212
H -2.837 1.598 -0.968
H -4.039 2.088 0.226
H -4.448 0.871 -0.983
C 3.376 -5.147 -2.383
C 2.368 -4.162 -1.766
C 1.635 -3.389 -2.860
C 2.545 -2.406 -3.597
C 3.250 -1.456 -2.627
C 3.952 -2.150 -1.453
N 3.021 -3.165 -0.856
O 2.179 -2.617 -0.049
C 5.284 -2.779 -1.886
C 4.274 -1.121 -0.375
C 1.406 -5.013 -0.945
H 2.831 -6.012 -2.761
H 3.934 -4.743 -3.221
H 4.084 -5.500 -1.633
H 0.801 -2.841 -2.410
H 1.202 -4.105 -3.562
H 3.279 -2.943 -4.204
H 1.948 -1.821 -4.298
H 3.992 -0.858 -3.160
H 2.510 -0.757 -2.225
H 5.696 -3.390 -1.082
H 6.000 -1.986 -2.104
H 5.214 -3.390 -2.781
H 3.400 -0.543 -0.089
H 5.029 -0.435 -0.763
H 4.672 -1.603 0.519
H 1.955 -5.623 -0.226
H 0.879 -5.686 -1.623
H 0.656 -4.444 -0.402
*
```

Here is what Mulliken gives for the atomic charges, in e: -1.07 0.15 -0.50 0.42 -0.12 0.19 -0.45 0.36 -0.27 -0.69 0.26 -0.53 0.34 0.33 0.33 0.34 0.45 0.45 -1.69 1.82 -1.40 -0.45 -1.45 1.89 0.47 -0.64 -1.81 -1.75 -1.80 0.31 0.28 0.39 0.40 0.37 0.32 0.42 0.37 0.39 0.33 0.53 0.28 0.42 0.49 0.27 0.43 0.39 0.42 -1.99 1.95 -0.88 -0.64 -1.26 1.71 0.34 -0.49 -1.67 -1.87 -1.43 0.48 0.31 0.36 -0.04 0.44 0.35 0.42 0.38 0.38 0.36 0.46 0.28 0.34 0.44 0.44 0.46 0.43 -0.09


(9)
Formula: C3H5GaO4
Source: OMol25
Level of theory: ωB97M-V with the def2-TZVPD basis set

Summary:
Relative energy (zero: lowest compared OMol25 entry of this formula, charge and spin) = 31.1 kcal/mol
Max |F| = 6.28 eV/A
Orbital gap (alpha / beta) = 9.446 / 5.764 eV

```
! RIJCOSX wB97M-V def2-TZVPD def2/J DEFGRID3
* xyz 1 2
O -1.619 0.227 1.024
C -0.629 0.556 0.381
C 1.081 -1.461 0.007
O 0.097 -0.867 -0.799
O 0.616 0.668 0.936
C 1.158 -0.605 1.275
H 2.070 -1.496 -0.481
H 0.798 -2.490 0.282
H 2.189 -0.454 1.613
H 0.536 -1.043 2.069
O -0.726 1.560 -0.588
H -1.659 1.736 -0.758
Ga 0.235 0.252 -2.185
*
```

Here is what natural (NBO) gives for the atomic charges, in e: -0.56 0.95 -0.11 -0.85 -0.50 -0.11 0.20 0.23 0.23 0.22 -0.75 0.54 1.50


(10)
Formula: C40H53GeIrN6O9P2
Source: OMol25
Level of theory: ωB97M-V with the def2-TZVPD basis set

Summary:
Max |F| = 4.27 eV/A
Orbital gap (alpha / beta) = 4.706 / 4.705 eV

```
! RIJCOSX wB97M-V def2-TZVPD def2/J DEFGRID3
* xyz 1 2
Ir -0.081 -0.265 0.513
C 5.821 2.625 -2.626
C 5.773 3.251 -1.393
C 4.563 3.409 -0.732
C 3.392 2.944 -1.311
C 3.450 2.305 -2.542
C 4.655 2.149 -3.203
Ge 1.572 2.805 -0.351
C 0.517 4.260 -1.366
C -0.440 4.977 -0.669
C -1.267 5.861 -1.341
C -1.140 6.028 -2.708
C -0.176 5.317 -3.401
C 0.656 4.435 -2.729
C 1.450 3.667 1.487
C 0.433 3.261 2.343
C 0.202 3.918 3.538
C 0.999 4.992 3.901
C 2.019 5.403 3.057
C 2.235 4.752 1.853
H 6.764 2.503 -3.135
H 6.678 3.616 -0.932
H 4.547 3.886 0.236
H 2.543 1.899 -2.973
H 4.687 1.644 -4.156
H -0.549 4.853 0.398
H -2.011 6.411 -0.786
H -1.786 6.715 -3.233
H -0.064 5.443 -4.467
H 1.416 3.897 -3.277
H -0.200 2.425 2.060
H -0.608 3.600 4.180
H 0.820 5.518 4.826
H 2.638 6.244 3.333
H 3.005 5.111 1.185
C 4.508 -0.044 -0.361
C 3.295 -0.598 0.306
C 3.395 -2.039 0.679
O 2.321 0.108 0.545
H 5.396 -0.607 -0.097
H 4.639 1.009 -0.129
H 4.358 -0.124 -1.438
H 4.207 -2.160 1.395
H 3.651 -2.624 -0.203
H 2.468 -2.404 1.110
C -4.398 1.089 1.003
N -4.717 0.114 -0.019
C -6.083 0.187 -0.481
P -3.537 -0.915 -0.591
O -2.417 -0.942 0.381
N -4.150 -2.461 -0.757
C -3.891 -3.451 0.262
C -4.923 -2.933 -1.879
N -3.083 -0.442 -2.130
C -3.811 0.381 -3.060
C -1.876 -1.022 -2.675
H -4.589 2.104 0.642
H -3.349 0.997 1.278
H -5.022 0.920 1.886
H -6.272 1.135 -0.994
H -6.760 0.131 0.377
H -6.302 -0.635 -1.156
H -3.180 -3.042 0.975
H -3.459 -4.347 -0.193
H -4.812 -3.731 0.782
H -5.058 -2.140 -2.612
H -5.906 -3.289 -1.551
H -4.413 -3.772 -2.366
H -4.620 0.899 -2.557
H -4.218 -0.214 -3.886
H -3.136 1.128 -3.487
H -1.495 -1.778 -1.992
H -1.111 -0.248 -2.805
H -2.076 -1.482 -3.648
O 1.938 -2.113 -2.000
C 1.148 -2.650 -1.240
O 0.195 -2.090 -0.604
C 1.278 -4.124 -0.907
C 0.499 -4.662 0.111
C 0.678 -5.968 0.548
C 1.649 -6.708 -0.086
O 2.036 -7.989 0.152
C 3.082 -8.258 -0.757
O 3.312 -7.112 -1.548
C 2.423 -6.172 -1.125
C 2.259 -4.879 -1.556
H -0.241 -4.029 0.575
H 0.097 -6.387 1.352
H 2.805 -9.102 -1.405
H 3.996 -8.514 -0.198
H 2.853 -4.455 -2.348
N -4.620 3.771 -1.776
C -3.592 3.284 -1.588
N -2.435 2.747 -1.480
C -1.725 2.069 -0.743
N -0.853 1.527 -0.151
C 1.536 0.568 4.025
O 0.369 -0.241 4.044
P -0.015 -1.167 2.758
O 1.052 -2.362 2.814
C 1.231 -3.172 3.980
O -1.281 -1.910 3.388
C -2.537 -1.285 3.632
H 1.484 1.206 4.907
H 1.573 1.189 3.130
H 2.437 -0.046 4.066
H 2.294 -3.400 4.059
H 0.665 -4.094 3.861
H 0.897 -2.652 4.877
H -3.131 -2.009 4.193
H -3.033 -1.049 2.691
H -2.410 -0.377 4.221
*
```

These are the Mulliken partial charges, in e, on atoms 1 to 99: 4.84 -0.56 -0.68 -0.59 0.72 -0.44 -0.97 1.68 0.18 -0.18 -0.78 -0.53 -0.79 -0.43 0.15 0.01 -0.68 -0.75 -0.86 -0.09 0.41 0.44 0.22 0.38 0.43 0.32 0.43 0.41 0.45 0.38 0.47 0.51 0.41 0.43 0.48 -1.22 0.46 -1.01 -0.21 0.55 0.15 0.21 0.56 0.42 -0.34 -0.80 0.64 -1.19 -1.10 -0.87 0.72 -0.71 -1.09 1.28 -1.35 -0.82 0.38 -0.09 0.27 0.37 0.38 0.25 -0.03 0.34 0.24 0.27 0.37 0.34 0.34 0.26 0.41 -0.12 0.14 0.51 -0.76 -0.48 -0.67 0.31 -0.36 -1.66 1.14 -0.50 -0.27 -0.50 0.98 -1.28 0.73 0.48 0.25 0.25 0.53 -0.63 0.56 -0.34 0.45 -0.54 -0.33 -0.30 -0.32